1.
# C21H26F4N3O4PS

A cluster of 2 separate species, C21H26F4N3O4PS in total in a non-equilibrium geometry (ωB97M-V with the def2-TZVPD basis set, OMol25).

Values from the calculation:
- LUMO energy (eV) = -1.80
- SMILES = C#CCCCc1cc(C(F)(F)F)c(C[C@H](C)F)c2ncc(P(=N)(O)O)nc12.O=S1(=O)CCCC1
- gap between HOMO and LUMO (eV) = 6.66
- highest occupied orbital energy (eV) = -8.45

Each line ends with the Löwdin charge.
Element x y z (Å)
S  -1.8749  -4.3518  -1.3678  0.6695
P  5.8108  2.3961  0.8531  0.6999
F  -3.5113  1.1046  -1.7118  -0.0255
F  -4.0328  1.7154  0.5340  -0.0046
F  -3.7195  3.4338  -1.2421  0.0099
F  -1.9609  3.8620  2.3838  -0.1217
O  6.4175  1.5679  -0.5543  -0.2505
O  -1.3555  -3.1061  -0.8398  -0.3478
O  -1.3002  -5.0013  -2.5272  -0.3183
O  6.5502  3.9805  0.9198  -0.2405
N  3.1435  1.2800  0.3632  0.0892
N  6.1090  1.5106  2.2085  -0.2410
N  1.8219  4.3453  0.4919  0.0464
C  -1.6196  2.0918  -0.3822  0.0124
C  -3.2313  2.1599  -0.6673  -0.2032
C  -0.9327  0.5738  -0.4259  0.0703
C  -4.2197  -5.4721  -1.0931  -0.2247
C  -1.2209  4.8704  0.0717  -0.1121
C  1.6976  1.6387  0.1570  -0.0756
C  3.8861  2.5644  0.6006  -0.2170
C  0.6665  0.3556  -0.1414  -0.0510
C  2.0736  -4.1306  1.3505  0.0265
C  1.2210  -1.2073  -0.1628  -0.2088
C  -3.4823  -5.7527  0.2153  -0.2190
C  -0.6240  3.3477  -0.0413  -0.0078
C  -1.9910  -5.5477  -0.0456  -0.2197
C  3.2861  4.0738  0.6831  -0.0505
C  1.8673  -1.6662  -1.5977  -0.1815
C  -2.2341  6.3709  2.1626  -0.0910
C  -2.2644  4.9320  1.3747  -0.2779
C  1.0116  3.1145  0.1990  -0.0706
C  -3.6288  -4.1770  -1.6301  -0.2316
C  2.1263  -3.9558  -0.0651  -0.0901
C  1.8739  -3.3384  -1.5988  -0.1862
H  -1.5127  -6.4719  -0.3816  0.1116
H  2.9920  -1.2818  -1.6546  0.1167
H  -3.9702  -3.3167  -1.0467  0.1119
H  1.2775  -1.2945  -2.5431  0.1235
H  -3.3949  4.7510  1.0455  0.1427
H  -4.0396  -6.2893  -1.8017  0.1225
H  6.0394  4.4517  1.6638  0.0809
H  -2.7640  6.3158  3.2305  0.0977
H  0.2797  -1.8728  0.1448  0.0998
H  -3.8225  -5.0482  0.9840  0.1205
H  -2.8192  7.2184  1.5646  0.0982
H  -1.6036  -0.3801  -0.6312  0.1075
H  -5.2997  -5.3882  -0.9407  0.1191
H  6.4201  0.5744  -0.3823  0.0877
H  3.9925  4.9973  0.9122  0.1069
H  -1.1149  6.6488  2.3707  0.0848
H  2.0329  -4.0519  2.5402  0.0563
H  -3.6833  -6.7633  0.5844  0.1181
H  -0.4266  5.7069  0.2654  0.1049
H  0.7975  -3.7174  -1.9399  0.0823
H  -3.8342  -4.0180  -2.6900  0.1125
H  2.0830  -1.2515  0.6590  0.1168
H  6.6343  0.6450  1.8906  -0.0218
H  -1.4771  -5.1625  0.8387  0.1055
H  2.7260  -3.7640  -2.2850  0.1081
H  -1.8713  5.1802  -0.8723  0.1293


2.
# C21H26F9IN4O6PbS3SbSiTe

A structure of composition C21H26F9IN4O6PbS3SbSiTe in a non-equilibrium geometry (ωB97M-V with the def2-TZVPD basis set, OMol25).

Values from the calculation:
- multiplicity = 2
- <S²> = 0.7536
- LUMO energy (spin up / spin down) (eV) = -0.57 / -2.42
- gap between HOMO and LUMO (spin up / spin down) (eV) = 8.04 / 6.19
- highest occupied orbital energy (spin up / spin down) (eV) = -8.61 / -8.61
- energy above the lowest of the compared OMol25 structures with the same formula, charge and spin (kJ/mol) = 295.3

Each line ends with the Löwdin spin population.
Element x y z (Å)
Pb  0.0111  1.1178  -0.3513  0.0020
I  -6.2518  0.1798  -1.9159  0.0000
Te  0.3505  -2.5747  -0.2137  0.6216
Sb  0.8599  0.0381  -4.1521  0.0031
S  2.8529  -0.4855  -1.6283  0.0042
S  -0.0097  4.8804  0.1849  0.0000
S  -1.3315  3.4623  -0.2152  -0.0002
Si  2.6095  3.5167  0.3999  0.0000
F  3.9681  -2.5100  -2.9110  0.0004
F  3.2035  -2.8886  -0.9304  0.0118
F  -0.2855  1.3159  -3.1152  0.0033
F  0.8426  -0.1994  -6.0764  -0.0002
F  0.2861  -1.1793  -2.2816  0.1082
F  1.6532  1.7166  -4.7030  0.0001
F  2.0955  -1.4419  -4.3674  0.0019
F  -0.9109  -0.8421  -4.3645  0.0061
F  1.9047  -3.0442  -2.5890  0.0332
O  -0.4421  6.1656  -0.2771  0.0000
O  0.6282  6.3037  2.2566  0.0000
O  2.0496  -0.5198  -0.4131  0.0224
O  1.4184  4.6368  -0.2507  0.0000
O  2.2921  0.4252  -2.6229  0.0007
O  4.2348  -0.2648  -1.3873  0.0018
N  -3.1728  0.9174  0.8475  0.0000
N  1.5022  2.4000  1.0394  0.0001
N  0.2073  0.8682  2.0400  0.0009
N  -2.4045  0.5152  -0.1626  0.0001
C  -4.5290  0.4912  -0.8005  0.0000
C  -1.0203  -5.2366  -0.5761  0.0064
C  0.1669  0.5063  4.3850  0.0002
C  0.0007  5.1086  2.0247  0.0000
C  -4.4692  0.9226  0.5086  0.0000
C  3.6810  4.5509  1.5861  0.0000
C  -3.3431  -4.7510  -0.9607  -0.0008
C  0.3834  -4.7471  -0.3958  0.0615
C  2.9244  -2.3152  -2.1340  0.0090
C  1.1422  1.4883  4.5602  0.0001
C  -3.2049  0.2584  -1.1834  0.0000
C  -1.2458  -0.8879  2.8596  0.0142
C  1.6763  2.1206  3.4670  0.0001
C  -2.6156  -7.0276  -0.7546  -0.0001
C  1.1844  1.7993  2.1833  0.0001
C  -1.6918  -2.8540  -0.8560  0.0380
C  -2.0364  -4.3112  -0.7841  0.0033
C  3.4991  2.9832  -1.1741  0.0000
C  -3.6314  -6.1055  -0.9505  -0.0003
C  -1.3162  -6.5942  -0.5621  0.0002
C  -0.2558  0.2088  3.1026  0.0009
H  0.8609  -5.1736  0.4877  0.0107
H  0.9937  -5.0051  -1.2650  0.0070
H  -2.7403  1.2390  1.6991  0.0000
H  -2.3633  -2.2494  -0.2440  0.0058
H  4.2025  5.3270  1.0321  0.0000
H  -4.1371  -4.0344  -1.1127  -0.0001
H  -0.2553  -0.0145  5.2289  0.0000
H  -4.6476  -6.4412  -1.0991  0.0000
H  -5.2506  1.1950  1.1879  0.0000
H  0.5434  4.2965  2.5003  0.0000
H  2.7896  2.7558  -1.9661  0.0000
H  -1.3948  -1.0227  1.7887  0.0104
H  3.1155  5.0367  2.3786  0.0000
H  -0.8658  -1.8171  3.2832  0.0034
H  -1.7547  -2.4928  -1.8873  0.0079
H  4.4379  3.9209  2.0482  0.0000
H  0.2676  6.9572  1.6339  0.0000
H  1.4779  1.7449  5.5538  0.0000
H  2.4520  2.8619  3.5667  0.0000
H  -2.8354  -8.0852  -0.7553  0.0000
H  -2.1973  -0.6781  3.3465  0.0005
H  4.1592  3.7605  -1.5507  0.0000
H  -0.5290  -7.3141  -0.4009  0.0000
H  -2.8195  -0.0660  -2.1288  0.0000
H  4.0938  2.0888  -1.0127  0.0000
H  -1.0620  5.0952  2.2991  0.0000